Molecular formula: C74H187N13O24
Method: DFT, ωB97M-V/def2-TZVPD

- M: 1643.38 g/mol
- Expectation value of S²: 0.754
- Total charge: +1
- Orbital gap (spin up / spin down): 7.54 / 2.52 eV
- Spin multiplicity: 2
- Calculated total energy: -5447.94093 Ha
- LUMO energy (spin up / spin down): -2.2 / -7.2 eV
- Largest force on an atom: 3.74 eV/A

XYZ file:
```
298
Properties=species:S:1:pos:R:3:forces:R:3
H 23.0397 -34.6506 4.5333 -0.094 0.200 0.130
C 34.5481 -24.3395 7.5517 -1.142 2.068 1.640
O 25.3320 -24.9740 -2.8862 -0.380 0.890 -0.967
H 23.7839 -27.0980 7.0581 0.136 0.168 0.128
H 25.5165 -22.1171 7.5059 -0.111 -0.804 0.295
H 24.1098 -23.5546 -3.5119 -0.098 0.302 0.181
C 27.2906 -33.6651 0.6016 -2.305 1.103 -1.474
H 16.7100 -22.8507 3.9342 -0.692 0.244 -0.175
H 19.6912 -33.6103 4.6969 -0.046 0.180 0.021
H 22.3497 -21.5593 -1.8846 0.070 -0.025 -0.168
O 25.7455 -29.2039 1.5260 1.968 -0.366 0.150
H 23.8243 -24.7438 9.5892 0.008 0.166 -0.488
H 23.6243 -24.9342 -4.2990 -0.116 -1.191 0.423
C 23.6782 -30.9892 5.8364 0.636 -0.684 -0.135
H 26.8346 -21.3964 6.7686 0.696 0.254 0.078
H 21.6579 -30.3580 3.8395 0.345 -0.124 -0.031
C 22.1379 -29.9377 12.1362 1.555 -1.404 -0.421
H 24.3571 -19.9938 -4.2551 -0.224 -0.531 -0.514
H 26.5807 -28.6741 -5.0077 0.078 0.218 -0.080
C 21.4099 -32.5399 2.1391 -2.034 1.476 -1.280
H 24.4115 -35.3726 6.8724 0.292 0.252 0.364
H 26.3890 -28.3404 5.3295 -0.296 -0.367 0.060
H 27.7366 -29.1664 2.5281 -0.005 0.472 -0.999
H 30.9186 -24.5413 3.0085 0.392 -0.293 0.396
H 21.4413 -33.0101 1.1563 -0.279 -0.138 -0.150
H 24.2263 -18.5005 -2.3728 -0.182 -0.558 0.353
H 18.5748 -24.5716 4.5487 0.073 -0.152 0.460
H 25.2029 -17.5124 6.2434 -0.079 0.362 0.029
H 27.1125 -25.6615 7.4949 -0.007 -0.114 0.581
C 26.7280 -32.9674 1.8415 2.496 0.165 0.822
H 21.7630 -26.0428 -2.3577 -0.118 0.581 -0.231
N 26.9906 -31.5565 1.9593 -2.074 -0.857 1.671
H 27.8536 -26.7016 4.3844 -0.943 0.375 0.284
C 22.4840 -27.1104 10.6481 0.056 0.863 -0.657
O 28.8892 -23.0211 2.3014 -1.254 -0.307 0.647
O 27.0430 -21.8595 -5.3464 -0.919 2.098 -0.026
H 25.6162 -17.6855 -2.9659 0.578 -0.098 0.573
C 27.2343 -28.1976 6.0028 0.153 1.564 -0.929
C 30.1686 -22.5817 2.7920 -1.196 -1.111 1.122
H 26.4181 -21.6567 -7.2202 -0.132 -0.091 -0.471
C 26.1006 -21.3128 -6.2358 -0.192 1.204 -2.444
H 23.6177 -28.1210 -5.5347 -0.207 0.256 -0.840
H 23.7163 -24.0116 0.1542 0.081 -0.341 0.436
H 29.3274 -26.5288 6.8683 -0.101 0.309 0.391
H 23.0225 -27.0803 11.5953 -0.287 -0.427 0.298
C 20.4803 -24.9411 -0.9663 0.311 0.508 -1.074
C 21.1460 -30.9543 1.8993 2.844 -0.348 1.495
C 24.3795 -34.6727 6.0373 -0.043 1.177 1.606
H 22.3384 -25.2275 5.7236 -0.418 -0.703 0.044
C 15.8739 -20.1124 8.8087 -0.529 0.258 -1.606
C 19.4615 -27.6225 2.2085 -1.595 0.018 0.415
H 20.9837 -27.1465 -1.4103 -1.007 -0.156 0.608
C 26.4737 -22.3835 7.0576 0.361 0.559 -0.727
C 16.3882 -17.7485 9.1147 0.263 -1.341 0.382
H 16.5021 -17.0101 9.9083 -0.033 -0.499 0.423
O 16.0396 -19.0400 9.6525 0.927 1.634 2.544
H 33.9115 -23.8703 4.5346 0.743 -0.489 1.005
O 15.9199 -23.9837 0.8723 -1.823 -1.222 0.195
H 34.4443 -24.9309 8.4614 -0.392 -1.644 -0.789
H 26.3279 -23.7740 -5.0957 -0.352 0.042 0.121
C 26.6743 -29.3686 2.6644 -1.196 1.468 0.011
H 25.2622 -27.9866 -0.1337 -0.437 -0.701 0.347
H 26.6428 -21.2754 -1.3925 0.017 0.098 0.104
O 24.5702 -37.8924 2.4951 0.712 0.882 0.558
H 23.8259 -28.6178 -8.0479 0.616 -0.059 -0.751
C 25.9839 -26.8230 -4.1885 -0.469 -2.516 -2.143
H 20.9332 -22.5139 -0.0401 -0.473 0.049 0.549
C 23.9960 -24.6221 -3.3231 1.676 1.538 1.238
N 23.6064 -35.3219 5.0316 -0.969 -0.935 -2.499
H 21.3684 -33.9410 4.3571 0.129 -0.061 0.009
O 26.0889 -19.5303 -2.1803 -0.096 1.270 -0.075
H 24.2236 -37.7913 0.5379 -0.793 -0.205 -0.524
H 21.7409 -22.8456 7.8390 0.103 0.041 -0.157
C 23.6254 -19.0073 5.8691 1.669 1.697 -0.872
H 24.9206 -21.2216 -1.6965 -0.435 0.318 0.189
H 23.2103 -21.9442 3.1272 -0.035 0.339 -1.049
O 23.4351 -26.7750 9.6180 1.037 -0.387 -0.012
O 26.7014 -34.9317 0.6740 1.513 -0.528 -0.752
H 16.2718 -22.5322 -0.5335 -0.383 0.417 0.091
H 18.0285 -20.3073 8.4037 0.133 0.178 0.307
H 28.6383 -35.8804 0.6284 0.030 0.813 -0.279
H 27.3379 -36.8489 1.0805 -0.489 0.157 0.376
H 21.8528 -19.2674 -2.7937 0.654 0.380 -0.554
H 25.3318 -17.1278 9.2099 -0.807 -0.146 -0.121
C 20.5415 -22.3717 -1.0473 0.865 -2.090 1.430
H 20.9181 -28.6248 12.2055 -1.408 0.987 -0.206
H 20.1202 -30.7144 3.5282 -0.387 0.380 0.621
N 21.1116 -29.2223 11.4146 0.507 0.976 0.502
H 22.8271 -26.8352 3.0846 -0.469 0.808 0.770
H 26.3841 -22.9158 6.1107 -0.612 -0.218 0.057
H 22.9558 -30.0342 -7.6666 -0.283 -0.240 0.029
C 24.3362 -25.6666 9.8620 -1.205 0.385 0.346
N 26.1754 -19.1348 -4.9949 0.822 -0.625 -0.353
H 24.0587 -25.0499 4.0966 0.303 -0.792 0.097
H 20.9114 -23.7913 9.1070 0.344 -0.279 -0.154
C 23.2752 -27.5089 3.8150 0.862 -1.302 1.536
C 28.3206 -23.8972 7.2275 -0.937 0.440 0.062
C 17.0738 -20.5438 7.9339 -0.587 0.496 -0.946
H 15.5084 -20.9837 9.3521 0.068 0.193 0.367
H 23.6056 -36.0850 1.9258 0.509 0.141 -0.271
H 19.4792 -22.1276 -1.0408 -0.043 0.327 0.260
H 26.7403 -19.7498 -4.4266 0.792 0.123 -0.032
C 21.3545 -21.2414 -1.5739 -1.555 0.176 -1.315
C 24.3851 -17.9803 6.7913 -1.937 -1.583 -0.291
C 20.8630 -23.4475 8.0738 -1.101 0.178 0.158
H 25.0506 -35.2116 3.5301 0.895 -0.004 0.171
C 23.9727 -23.2516 0.8923 0.396 -0.391 0.257
N 20.7874 -23.6662 -1.6954 0.332 -0.094 -0.879
N 16.9614 -21.9397 7.5452 -0.157 -0.057 -0.467
H 29.1540 -24.0956 7.9015 -0.181 0.026 0.229
H 34.8752 -23.5053 8.1723 0.770 0.728 -0.786
C 27.7180 -25.2058 6.7114 -0.562 0.541 1.054
C 25.8879 -20.9023 -2.0845 -0.016 -0.898 0.131
H 16.7293 -25.4399 2.6308 -0.873 0.109 -0.511
H 23.6133 -17.3242 7.1937 0.241 0.851 -0.194
H 23.4507 -22.3614 0.5414 -1.222 0.109 1.113
H 24.2767 -30.5041 6.6074 0.115 0.221 -0.052
H 19.2418 -28.3959 1.4725 0.330 0.243 -0.329
C 26.6373 -30.7973 3.1668 0.380 1.053 -0.786
H 22.9829 -18.4145 5.2179 0.093 -0.027 -0.269
C 24.1084 -38.5324 1.3289 0.359 0.177 -0.004
H 32.5763 -25.6015 6.3457 0.753 -0.497 0.124
H 25.6780 -33.0419 2.1243 -0.834 -0.165 -1.015
H 23.7337 -30.4516 4.8898 -0.133 0.343 0.198
C 23.9739 -29.6695 -7.8029 -0.902 0.079 2.589
O 33.2589 -23.8110 7.1159 0.864 -0.391 -0.370
H 26.8270 -23.1979 2.8024 0.268 0.001 -0.745
C 23.9406 -29.1460 -5.3525 0.204 0.548 -1.574
H 14.8573 -23.6884 2.4935 -0.838 0.725 -0.376
H 24.3802 -18.2980 -4.7995 -0.664 -0.021 0.233
H 20.8669 -32.2573 4.6272 0.050 -0.086 0.426
H 20.2074 -25.5392 3.0718 0.255 0.544 0.540
C 23.9002 -22.7825 3.2239 -1.205 0.677 1.838
O 24.2291 -32.2934 5.5462 -0.963 -0.039 0.858
C 21.7331 -30.3682 13.5506 -0.793 1.684 1.026
H 27.8914 -31.2684 5.9845 0.267 -0.666 0.180
H 17.9873 -25.9165 -2.4892 -0.543 0.206 0.331
O 21.2842 -29.2080 14.3469 -0.061 -0.754 -0.005
H 24.6053 -25.4428 10.8942 -0.166 -0.826 0.493
C 24.8265 -28.9897 -4.1148 -0.347 -2.822 0.194
H 24.4316 -30.3743 -8.4972 0.507 0.689 0.067
C 21.6266 -28.3562 10.2936 -0.049 -0.690 1.058
C 22.2037 -28.3860 15.0343 0.725 0.335 -0.971
H 23.4518 -24.6741 -2.3800 -1.186 -0.452 -0.778
H 18.1719 -27.1816 -3.5971 0.329 -0.422 -0.085
H 22.2828 -23.5645 4.5099 -0.392 0.133 -0.441
O 27.3546 -23.0599 7.9309 0.685 -0.825 -0.361
H 20.2288 -30.7023 1.3671 0.294 -0.744 -0.694
C 22.4301 -30.3052 1.3370 -0.643 0.736 -0.542
H 20.2284 -23.5749 -2.5316 0.055 -0.855 -0.435
H 22.8416 -37.0877 3.0996 -0.495 0.187 0.157
N 24.0974 -24.4955 4.9400 0.143 -0.613 0.843
H 26.7954 -27.5889 0.3988 0.855 -1.007 0.459
H 29.9698 -21.7157 3.4234 0.408 0.484 -0.111
H 26.5393 -31.0160 1.2352 0.495 0.647 -1.515
O 20.2798 -33.0611 2.8552 0.713 0.078 -1.343
H 26.9641 -33.2185 -0.3375 -1.071 0.436 0.010
H 23.0616 -29.3590 12.1260 0.344 0.336 0.650
N 26.0806 -28.3111 -4.2087 0.373 1.150 0.545
O 28.0124 -29.3783 6.0654 -0.398 1.679 0.053
H 30.2371 -23.9150 4.5614 -0.511 -0.368 -0.219
C 22.7755 -19.9736 6.6271 -1.878 0.439 0.033
H 27.8488 -35.5529 2.2118 0.414 -0.409 0.170
H 26.6208 -26.2756 -2.2723 0.255 -0.333 0.075
H 22.3352 -19.4331 7.4650 0.429 -0.486 0.682
H 16.6272 -24.1317 -1.0060 0.516 -0.352 0.329
N 24.5978 -19.7929 5.1073 0.456 -1.304 0.407
H 15.0562 -19.7178 8.2055 -0.312 -1.046 -1.012
C 23.3514 -23.3518 4.5420 1.575 1.442 0.300
H 23.3181 -24.7391 6.9936 0.978 0.351 -0.002
H 26.3306 -28.6485 3.4069 0.098 -0.256 0.272
H 27.2417 -30.8145 7.4609 -0.174 0.963 0.477
C 20.7876 -26.1896 -1.8939 -0.290 1.637 -0.416
H 18.4753 -27.4278 -1.8531 0.742 -0.392 0.062
C 23.9202 -26.6614 6.0687 -2.227 -0.836 -0.341
H 25.4649 -19.2403 -7.0053 -0.359 -0.511 0.119
H 20.7066 -24.2691 7.3748 0.634 -0.329 0.013
H 26.1898 -18.6259 9.5345 -0.712 -0.616 -0.153
C 25.8482 -27.9651 0.7852 -0.269 0.972 -0.129
H 20.8274 -30.9723 13.6054 0.059 -0.121 -0.646
H 21.6684 -27.6685 15.6562 -0.214 -0.257 -0.093
O 24.8277 -18.7750 7.8443 1.990 0.501 2.397
C 16.6571 -23.4722 -0.1387 0.925 1.401 -0.926
H 23.5313 -22.5848 5.2954 -0.335 0.315 0.051
H 22.7872 -27.8228 14.3060 0.071 0.433 -0.196
N 16.8666 -24.8483 3.4378 -0.713 1.084 -1.341
H 25.4033 -34.4716 5.7222 0.300 0.075 -0.070
H 28.9724 -27.7248 5.0381 0.388 -0.081 -0.052
H 26.8155 -27.8953 6.9626 0.169 -0.082 0.277
O 19.0198 -26.3677 1.7223 0.118 0.743 -0.428
H 28.7350 -23.3888 6.3569 0.059 0.401 -0.034
C 21.2197 -19.7976 -3.5052 0.992 -0.430 0.919
H 22.1498 -29.0305 9.6156 -0.046 0.219 -0.288
C 27.7713 -22.8907 3.2518 1.096 -0.406 -1.463
N 20.9250 -30.2305 3.1563 -0.912 -0.552 0.075
H 25.1782 -20.1090 5.8710 0.202 -0.920 0.272
H 19.4482 -24.8609 -0.6252 -0.134 -0.787 0.236
H 17.6201 -21.8124 5.4984 -0.079 0.139 0.151
H 26.9628 -25.0307 5.9451 0.196 0.288 -0.400
C 23.8155 -36.7001 2.8008 -1.893 -1.707 0.187
H 21.7751 -20.3921 -4.2306 0.449 0.496 -0.252
H 15.5858 -22.1080 1.8277 -0.459 -0.059 -0.470
H 17.9344 -26.2331 4.3592 0.855 -0.216 0.020
H 20.4881 -27.6897 2.5685 0.094 0.310 -0.168
H 25.0916 -29.9926 -3.7801 0.090 -0.508 -0.193
H 17.6365 -23.2211 0.2686 0.710 -0.256 -0.661
H 23.1213 -38.9607 1.5028 -0.390 0.414 -0.406
C 23.7765 -33.2867 6.5106 0.367 -0.831 -1.336
C 24.9495 -19.0798 -4.2967 -1.389 0.202 -0.258
H 17.3748 -17.9016 8.6774 -0.124 0.636 -0.683
H 20.7179 -27.9278 9.8707 0.163 -0.489 -0.551
C 24.4297 -35.9924 3.9695 0.704 0.534 0.820
H 24.1870 -28.7239 -3.2731 0.016 0.910 -0.101
H 25.4987 -27.1053 1.3569 -0.378 -0.220 0.450
H 28.0223 -23.4385 -4.8117 0.002 -0.331 0.081
H 31.8799 -22.5536 4.8918 0.664 0.255 0.314
H 17.7058 -23.0253 2.5729 0.503 -0.194 -0.249
C 18.1623 -25.2977 3.8482 0.809 0.615 0.018
H 28.3372 -33.5737 0.3112 0.636 -0.559 1.523
H 31.4799 -24.4219 6.3145 -0.165 0.953 -0.155
H 18.7682 -27.8447 3.0197 0.388 -0.512 0.543
H 22.9842 -28.8541 15.6341 -0.338 -0.767 0.263
H 25.0050 -36.7967 4.4280 0.431 0.394 0.267
C 17.8656 -22.3489 6.4149 -0.127 0.293 2.704
H 19.5240 -21.0236 6.8168 0.223 0.059 0.140
C 26.1593 -19.7447 -6.3333 1.589 -0.736 1.629
H 27.6625 -21.8286 3.4710 0.107 -0.107 0.806
H 25.6366 -31.0601 3.5099 -0.229 -0.556 -0.071
H 22.6882 -33.3467 6.5074 -0.284 -0.035 -0.390
C 19.3282 -22.0958 6.8032 -0.252 -0.566 -0.711
H 35.3184 -24.5983 6.8252 -0.516 -0.241 -0.128
H 23.3100 -30.4540 1.9628 0.142 -0.901 -0.105
H 26.5738 -17.6891 8.1642 0.125 0.085 -0.302
C 32.5499 -24.5318 6.1376 0.109 -2.065 0.324
C 28.1429 -27.0946 5.3590 1.329 -1.673 -0.112
H 27.1603 -19.5154 -6.6986 0.016 -0.025 -0.377
H 27.4390 -23.6538 -6.4298 -0.028 0.663 -0.645
H 22.6606 -31.0077 6.2265 -0.217 -0.250 -0.308
H 25.3359 -19.4029 4.5388 -0.647 1.246 -0.483
C 25.7207 -18.0352 8.7477 0.497 -0.172 -1.109
H 32.9591 -25.1406 4.0225 -0.809 -0.119 0.106
O 23.8041 -23.7796 2.2794 -0.253 0.522 -3.692
C 32.9092 -24.2732 4.6807 1.967 0.789 0.857
N 28.7253 -26.0798 6.1930 -0.174 -0.190 -0.793
H 22.4669 -30.8241 11.5937 -0.291 -0.457 -0.131
H 22.3797 -29.2207 1.4344 -0.621 0.214 -0.175
H 26.3475 -30.7194 5.9311 -0.562 1.070 0.075
H 21.8654 -20.1435 6.0519 0.073 -0.432 -0.460
H 24.3599 -27.4394 3.7335 0.289 0.033 -0.529
C 19.2041 -25.3285 2.7017 0.095 -1.418 0.299
C 23.3877 -25.2214 6.0185 0.742 -0.493 -1.250
O 20.5534 -20.7438 -2.6898 -0.214 0.048 0.718
N 32.1613 -23.1915 4.1611 -2.601 0.122 -2.175
C 27.6925 -35.8218 1.1671 -0.380 -1.314 0.547
H 25.2450 -26.5977 -4.9575 -0.702 0.725 0.354
H 19.8698 -22.5492 5.9730 0.737 0.015 0.003
C 16.7820 -23.4125 3.0029 1.129 -0.683 0.610
H 27.8663 -23.6244 4.0524 0.380 0.582 0.645
H 15.6092 -17.3244 8.4811 0.085 -0.356 -0.615
H 19.1893 -24.3497 2.2221 0.045 -0.224 -0.341
H 27.3240 -30.8641 4.0107 0.147 -0.534 -0.224
O 23.0352 -27.5085 5.2571 -0.047 0.546 -1.077
H 17.7273 -23.4189 6.2598 -0.151 0.019 -0.060
H 24.9066 -22.3653 3.2577 0.127 -0.072 0.454
H 23.0262 -29.7278 -5.2359 -0.004 -0.122 0.692
H 22.4797 -30.9187 14.1228 0.464 0.124 -0.346
H 21.1439 -24.9986 -0.1034 -0.039 0.049 0.183
H 24.9275 -26.8925 5.7221 0.244 0.863 0.037
H 22.3556 -32.8369 2.5924 0.159 0.603 0.546
H 21.4228 -20.5636 -0.7229 0.117 0.878 -0.388
H 23.9829 -32.9665 7.5319 0.773 -0.229 0.052
H 26.8748 -26.4024 -4.6549 0.347 0.072 0.715
C 27.2876 -30.4755 6.4260 0.687 -3.502 -0.486
O 19.6583 -22.7029 8.0500 -0.465 0.760 -0.393
H 25.0586 -21.6290 -6.1858 -0.110 -0.489 0.995
H 22.6007 -30.4661 0.2725 0.319 -0.478 0.099
H 17.1881 -22.4218 8.4032 0.195 -0.886 -0.302
H 24.7340 -39.3782 1.0435 0.368 0.102 0.468
H 26.0400 -21.4790 -2.9969 0.037 0.251 -0.488
H 23.1948 -20.9582 6.8344 0.278 0.425 0.419
H 20.6350 -19.0302 -4.0125 -0.723 -0.513 0.185
C 27.1827 -23.2095 -5.4681 0.762 -1.949 1.116
H 17.0086 -20.0118 6.9848 0.252 0.521 0.022
C 18.6368 -26.7652 -2.7034 -3.310 0.515 0.234
H 30.7076 -22.3339 1.8776 0.413 -0.017 0.434
C 25.1740 -18.6781 -2.8811 0.451 0.525 0.076
C 30.8532 -23.6932 3.6900 -0.394 1.947 -1.481
C 25.6836 -26.3236 -2.8268 0.845 1.425 0.912
H 21.7114 -26.3425 10.6091 0.251 0.618 0.664
O 24.6395 -29.7322 -6.4935 0.209 0.327 0.097
H 22.9628 -28.5062 3.5054 0.050 0.015 -0.105
C 20.5732 -33.2135 4.1941 -0.190 -0.330 1.024
C 15.6756 -23.1836 1.9800 0.568 -1.133 2.271
H 25.2888 -25.7298 9.3359 -0.348 -0.498 -0.395
H 27.1056 -33.5022 2.7130 0.534 0.157 0.304
H 25.0084 -26.8315 -2.1381 -0.502 -0.752 -0.630
O 19.8513 -26.2649 -2.9839 3.520 -0.164 0.196
H 24.9662 -22.8690 0.6585 0.735 -0.704 0.605
```
Positions in Å, forces in eV/Å.